i.
One molecule with the formula C5H8O, computed with wB97M-V/def2-TZVPD.

**LUMO level**: 0.79 eV
**HOMO**: -8.75 eV
**SMILES**: C=C1[C@@H](C)[C@H]1O

The geometry in ORCA input format:
```
! wB97M-V def2-TZVPD RIJCOSX def2/J DEFGRID3
* xyz 0 1
C -2.09035 -0.09304 0.43089
C -0.94232 -0.24421 -0.15853
C 0.52938 0.51799 -0.75733
C 1.22936 1.29544 0.31689
C 0.20781 -0.90832 -0.67055
O 0.84307 -1.78735 0.46604
H -2.63269 0.84295 0.39306
H -2.53679 -0.88961 1.01232
H 0.68636 0.88699 -1.76548
H 0.95601 2.35123 0.27294
H 2.31230 1.22258 0.19866
H 0.96867 0.90465 1.29839
H 0.10512 -1.47704 -1.59156
H 0.36406 -2.62226 0.55424
*
```

In elementary charge units, the Mulliken charges are: C -0.64; C 0.08; C -0.22; C -1.17; C 0.11; O -0.57; H 0.26; H 0.24; H 0.35; H 0.35; H 0.31; H 0.32; H 0.28; H 0.29

***

ii.
One molecule with the formula C5H8O, computed with wB97M-V/def2-TZVPD.

**LUMO level**: 0.89 eV
**HOMO**: -9.58 eV
**SMILES**: CC#C[C@@H](C)O

The geometry in ORCA input format:
```
! wB97M-V def2-TZVPD RIJCOSX def2/J DEFGRID3
* xyz 0 1
C -2.73298 -0.48168 -0.55471
C -1.27513 -0.39528 -0.45582
C -0.08174 -0.27292 -0.32639
C 1.35133 0.04882 -0.16546
C 1.52386 1.03884 0.98230
O 2.15870 -1.08222 0.12314
H -3.18542 0.29257 0.07503
H -3.09503 -1.45397 -0.20355
H -3.07376 -0.32660 -1.58535
H 1.68728 0.52716 -1.10092
H 1.37702 0.51484 1.93065
H 2.52895 1.46671 0.97168
H 0.78534 1.84311 0.90289
H 2.03157 -1.71937 -0.59350
*
```

In elementary charge units, the Mulliken charges are: C -1.27; C 0.64; C -0.20; C 0.22; C -1.26; O -0.54; H 0.28; H 0.30; H 0.30; H 0.20; H 0.32; H 0.33; H 0.36; H 0.33

***

On energetic grounds, ii is preferred over the next structure by 168.5 kJ/mol.

***

i.
One molecule with the formula C5H8O, computed with wB97M-V/def2-TZVPD.

**LUMO level**: 1.04 eV
**HOMO**: -9.64 eV
**SMILES**: CC(=O)C1CC1

The geometry in ORCA input format:
```
! wB97M-V def2-TZVPD RIJCOSX def2/J DEFGRID3
* xyz 0 1
C 1.54225 1.27707 -0.04138
C 1.06095 -0.13172 0.24015
O 1.57874 -0.85276 1.06588
C -0.19224 -0.49037 -0.50360
C -1.20964 -1.41224 0.08335
C -1.44570 0.07378 0.11638
H 1.66895 1.44109 -1.11794
H 0.77048 1.98354 0.29410
H 2.47261 1.47626 0.49090
H -0.12436 -0.42978 -1.58879
H -0.96792 -1.88525 1.03138
H -1.79322 -2.02787 -0.59713
H -2.16938 0.54954 -0.53838
H -1.32502 0.55216 1.08770
*
```

In elementary charge units, the Mulliken charges are: C -1.08; C 0.47; O -0.56; C -0.01; C -0.57; C -0.67; H 0.35; H 0.30; H 0.31; H 0.42; H 0.22; H 0.26; H 0.27; H 0.28

***

ii.
C5H8O as an isolated structure, computed with wB97M-V/def2-TZVPD.

**LUMO level**: 1.12 eV
**HOMO**: -8.88 eV

The geometry in ORCA input format:
```
! wB97M-V def2-TZVPD RIJCOSX def2/J DEFGRID3
* xyz 0 1
C 0.47659 -0.72211 -1.25958
C 1.19815 -0.84560 -2.37913
C -1.33932 0.44535 0.92013
C -0.20019 1.43220 1.06633
O 0.41691 0.43160 1.92577
C -0.70623 -0.38006 1.79889
H -0.61053 -0.57151 -1.26543
H 1.12895 -0.92100 -0.41379
H 2.25710 -1.12037 -2.45278
H 0.60202 -0.81849 -3.28109
H 0.31230 1.74693 0.14428
H -0.43694 2.34408 1.61485
H -0.58970 -1.38330 2.23933
H -2.50911 0.36226 1.34221
*
```

In elementary charge units, the Mulliken charges are: C -0.44; C -0.57; C -0.67; C -0.21; O -0.35; C 0.13; H 0.27; H 0.23; H 0.26; H 0.25; H 0.26; H 0.26; H 0.36; H 0.24

***

iii.
One molecule with the formula C5H8O, computed with wB97M-V/def2-TZVPD.

**LUMO level**: 0.95 eV
**HOMO**: -9.52 eV
**SMILES**: CC#CCOC

The geometry in ORCA input format:
```
! wB97M-V def2-TZVPD RIJCOSX def2/J DEFGRID3
* xyz 0 1
C 2.48229 0.88399 0.34524
C 1.38868 0.07373 -0.18444
C 0.48486 -0.59218 -0.62265
C -0.67775 -1.30228 -1.17765
O -1.87160 -1.10255 -0.45942
C -2.15888 0.25817 -0.21828
H 2.75851 0.55706 1.35156
H 3.36410 0.80988 -0.29735
H 2.18599 1.93538 0.40085
H -0.49639 -2.38122 -1.17832
H -0.80617 -0.98012 -2.22379
H -3.23901 0.34395 -0.10431
H -1.66764 0.60590 0.69750
H -1.83619 0.90164 -1.04945
*
```

In elementary charge units, the Mulliken charges are: C -1.28; C 0.80; C -0.12; C -0.66; O -0.38; C -0.68; H 0.29; H 0.29; H 0.29; H 0.31; H 0.31; H 0.25; H 0.24; H 0.32

***

On energetic grounds, i is preferred over the next structure by 141.5 kJ/mol.

***

i.
One molecule with the formula C5H8O, computed with wB97M-V/def2-TZVPD.

**LUMO level**: 1.01 eV
**HOMO**: -9.52 eV
**SMILES**: C[C@H]1C[C@@H]1C=O

The geometry in ORCA input format:
```
! wB97M-V def2-TZVPD RIJCOSX def2/J DEFGRID3
* xyz 0 1
C 1.68600 -0.15128 0.56843
C 0.50723 0.19211 -0.28955
C -0.30256 -0.85254 -0.97505
C -0.92039 -0.21602 0.19706
C -1.71061 0.98434 0.18230
O -2.33905 1.23956 1.17919
H 1.45403 -1.04390 1.15213
H 1.92938 0.65457 1.26850
H 2.57405 -0.35283 -0.03676
H 0.63632 1.11959 -0.87198
H -0.03272 -1.88550 -0.79554
H -0.71352 -0.63182 -1.94827
H -1.15535 -0.79937 1.09349
H -1.69134 1.63996 -0.71484
*
```

In elementary charge units, the Mulliken charges are: C -1.34; C 0.13; C -0.64; C 0.14; C -0.24; O -0.52; H 0.29; H 0.32; H 0.34; H 0.34; H 0.26; H 0.26; H 0.34; H 0.31

***

ii.
One molecule with the formula C5H8O, computed with wB97M-V/def2-TZVPD.

**LUMO level**: 0.64 eV
**HOMO**: -8.55 eV

The geometry in ORCA input format:
```
! wB97M-V def2-TZVPD RIJCOSX def2/J DEFGRID3
* xyz 0 1
C 1.48655 0.40771 0.31165
C 0.30442 0.12598 -0.60726
C -0.17063 -1.30297 -0.70427
C -1.08634 -0.26877 -0.18370
O -1.31738 -0.17699 1.21598
C -1.32066 1.06768 1.61042
H 1.44484 -0.14261 1.25775
H 1.61937 1.46925 0.55087
H 2.39019 0.07543 -0.21683
H 0.30748 0.72912 -1.50912
H 0.24687 -1.98533 0.03040
H -0.39597 -1.72277 -1.67557
H -1.94906 0.04909 -0.76818
H -1.55969 1.67519 0.68787
*
```

In elementary charge units, the Mulliken charges are: C -1.40; C 0.30; C -0.74; C -0.19; O -0.18; C -0.29; H 0.34; H 0.36; H 0.36; H 0.30; H 0.26; H 0.27; H 0.41; H 0.19

***

iii.
One molecule with the formula C5H8O, computed with wB97M-V/def2-TZVPD.

**LUMO level**: 1.05 eV
**HOMO**: -9.54 eV
**SMILES**: C=C=CCOC

The geometry in ORCA input format:
```
! wB97M-V def2-TZVPD RIJCOSX def2/J DEFGRID3
* xyz 0 1
C 1.21528 2.52162 -1.42469
C 0.38796 1.71229 -0.81605
C -0.36654 0.81650 -0.23023
C 0.12947 -0.61322 -0.14407
O -0.08547 -1.25698 1.09168
C -1.26935 -2.01462 1.13379
H 1.96459 3.09030 -0.87749
H 1.18829 2.64151 -2.50557
H -1.35989 1.07645 0.13699
H 1.21044 -0.59137 -0.31537
H -0.33469 -1.21569 -0.94102
H -2.16027 -1.38093 1.24434
H -1.38295 -2.61860 0.22002
H -1.21425 -2.69248 1.99109
*
```

In elementary charge units, the Mulliken charges are: C -0.72; C 0.00; C -0.20; C -0.24; O -0.35; C -0.66; H 0.24; H 0.24; H 0.30; H 0.30; H 0.29; H 0.26; H 0.32; H 0.23

***

On energetic grounds, i is preferred over the next structure by 108.6 kJ/mol.

***

i.
An isolated ion of composition C4H6N3 and charge +1, computed with wB97M-V/def2-TZVPD.

**LUMO level**: -6.22 eV
**HOMO**: -15.60 eV
**SMILES**: [H]/N=C1\CC=NC=[NH+]1

The geometry in ORCA input format:
```
! wB97M-V def2-TZVPD RIJCOSX def2/J DEFGRID3
* xyz 1 1
H -2.26123 0.47179 1.23751
N -1.90828 -0.20834 0.61705
C -0.97886 0.03015 -0.09293
C -0.04949 1.16126 -0.25981
C 1.34408 0.77003 0.15130
N 1.62501 -0.47181 0.44524
C 0.69998 -1.30028 0.03794
N -0.38334 -1.16178 -0.68584
H -0.17683 2.11408 0.21611
H -0.07966 1.39483 -1.33698
H 2.17566 1.45317 0.38137
H 1.04188 -2.27961 0.21233
H -1.04890 -1.97350 -0.92329
*
```

In elementary charge units, the Mulliken charges are: H 0.27; N -0.51; C 0.25; C -0.57; C 0.06; N -0.39; C 0.01; N -0.13; H 0.42; H 0.34; H 0.43; H 0.43; H 0.37

***

ii.
A 2-piece molecular cluster, C4H6N3 overall, computed with wB97M-V/def2-TZVPD.

**LUMO level**: -4.94 eV
**HOMO**: -12.59 eV

The geometry in ORCA input format:
```
! wB97M-V def2-TZVPD RIJCOSX def2/J DEFGRID3
* xyz 1 1
C 0.68324 -1.22733 -2.22989
C 0.10445 0.51131 3.24192
C -0.81202 0.92417 0.98745
C -0.15968 -0.05922 0.03924
N -0.48613 0.78050 2.19914
N -0.46523 0.12206 -1.19611
N 0.50939 -0.84078 -3.44339
H 1.05898 1.01662 3.59433
H -0.34098 -0.34351 3.90953
H -1.42699 1.74647 0.49282
H 0.51624 -0.90712 0.24638
H 0.98062 -1.61016 -4.02341
H -0.16189 -0.11301 -3.81801
*
```

In elementary charge units, the Mulliken charges are: C -0.18; C -0.20; C -0.04; C -0.11; N 0.06; N -0.48; N -0.10; H 0.29; H 0.27; H 0.37; H 0.41; H 0.38; H 0.30

***

iii.
An isolated ion of composition C4H6N3 and charge +1, computed with wB97M-V/def2-TZVPD.

**LUMO level**: -5.26 eV
**HOMO**: -13.68 eV

The geometry in ORCA input format:
```
! wB97M-V def2-TZVPD RIJCOSX def2/J DEFGRID3
* xyz 1 1
C 1.48226 -0.22853 -0.82977
C -1.53193 -0.11306 -0.21379
C 2.43276 0.43116 0.01199
C -2.25914 -0.05737 1.00259
N 0.82100 -0.46954 -1.74938
N -0.36166 -0.73060 -2.15134
N -1.18424 -0.46779 -1.26442
H 1.75376 0.85111 0.75939
H 3.05805 1.26016 -0.59623
H 3.10796 -0.11997 0.67762
H -3.20098 -0.47974 0.94654
H -2.27985 0.78912 1.63156
H -1.83799 -0.66494 1.77524
*
```

In elementary charge units, the Mulliken charges are: C 0.34; C 0.54; C -0.76; C -1.10; N 0.53; N -1.13; N 0.65; H 0.25; H 0.29; H 0.34; H 0.35; H 0.37; H 0.33

***

iv.
An isolated ion of composition C4H6N3 and charge +1, computed with wB97M-V/def2-TZVPD.

**LUMO level**: -5.20 eV
**HOMO**: -13.98 eV
**SMILES**: C[NH+]=C=NN1C=C1

The geometry in ORCA input format:
```
! wB97M-V def2-TZVPD RIJCOSX def2/J DEFGRID3
* xyz 1 1
C 0.73571 2.00404 -1.10249
N 0.91587 0.49997 -1.12749
C 0.50715 -0.30360 -0.23102
N 0.56998 -1.07718 0.65876
N -0.17228 -1.25927 1.77339
C -1.45851 -1.08395 1.21929
C -1.15508 -2.23642 1.70142
H -0.22245 2.13801 -0.64192
H 0.58392 2.21991 -2.17730
H 1.54651 2.46293 -0.59985
H 1.41847 0.20139 -1.95995
H -1.94191 -0.22816 0.84207
H -1.32738 -3.33769 1.64510
*
```

In elementary charge units, the Mulliken charges are: C -0.71; N -0.18; C 0.35; N 0.20; N -0.39; C -0.36; C 0.06; H 0.30; H 0.32; H 0.30; H 0.32; H 0.46; H 0.32

***

On energetic grounds, i is preferred over the next structure by 337.5 kJ/mol.